A molecular structure, C23H39N2O9PPbS2Sb at a distorted geometry, computed with ωB97M-V/def2-TZVPD.

As for the gap between HOMO and LUMO (alpha / beta): 4.75 / 6.76 eV. For the relative energy (zero: lowest compared OMol25 entry of this formula, charge and spin), the calculation gives 114.2 kJ/mol. For the lowest unoccupied orbital energy (alpha / beta), the calculation gives 4.0 / 4.0 eV. The expectation value of S² is 0.75.

ORCA input file:
```
! RIJCOSX wB97M-V def2-TZVPD def2/J DEFGRID3
* xyz -2 2
Pb -0.15672 -2.94522 -0.75370
Sb 0.85522 1.81528 0.02158
S -3.11292 -1.21966 0.89442
S -4.74681 0.26326 -1.77884
P -4.71550 -0.47535 0.03065
O 6.43159 -7.71072 0.34574
O 2.04237 -2.36836 -0.71016
O 1.30162 -8.45613 0.56605
O 0.84161 -5.01823 -0.80499
O 3.87634 -2.47324 -1.97133
O -5.91490 -1.54619 0.02073
O 0.52584 -7.73176 -1.24148
O -5.36167 0.51807 1.13041
O 6.87878 -5.59984 0.22936
N 6.10472 -6.55173 0.16270
N 1.33632 -7.72393 -0.37531
C 2.93996 2.15114 -0.55228
C 2.38876 -6.71200 -0.43129
C -0.54896 3.08361 2.26486
C -6.00015 -2.50149 1.06705
C -7.08775 -3.48763 0.69566
C 4.43961 -4.90478 -0.50808
C 3.35471 3.58749 -0.75538
C 0.37658 4.88551 0.83198
C 3.03415 1.43659 -1.92374
C 3.19008 -4.45600 -0.80164
C 0.63860 3.47817 1.39044
C -1.78902 2.90769 -1.12874
C -0.44201 1.51340 -2.63221
C 0.19982 3.93686 -2.34463
C 4.71324 -6.21860 -0.12657
C -0.33870 2.66455 -1.66266
C -5.17081 2.32906 2.66959
C -4.73369 1.76396 1.37547
C 3.74894 1.32772 0.48374
C 3.70255 -7.14179 -0.13751
C 1.79594 3.57495 2.33176
C 2.03484 -5.35860 -0.72031
C 3.07958 -3.00388 -1.20375
H -5.23508 1.52255 3.35843
H -4.83890 2.34506 0.42538
H 4.78450 1.28001 0.12465
H -0.71819 0.54741 -2.16548
H -3.67512 1.54963 1.38843
H -0.73096 3.90964 2.98490
H -0.46017 2.12769 2.77220
H 2.63453 0.41981 -1.90272
H 1.11140 3.76554 -2.89350
H -6.18821 -1.99252 2.07790
H -2.25445 1.96565 -0.77074
H -0.54540 4.92020 0.27122
H -7.17244 -4.27873 1.44190
H -0.52209 4.29805 -3.12533
H 3.44189 4.09607 0.17847
H 3.39405 0.30924 0.60875
H 3.75430 -8.18010 0.14581
H 0.43914 1.35127 -3.30552
H -2.38225 3.35501 -1.94695
H 2.73706 3.95099 1.89658
H 1.56202 4.15669 3.16290
H 2.55895 2.03496 -2.72742
H 2.65217 4.13352 -1.35688
H -1.33801 1.70678 -3.32024
H 3.71717 1.85810 1.43822
H 0.19479 5.50930 1.68945
H 4.30286 3.51114 -1.29044
H 5.23360 -4.20687 -0.63006
H -8.05102 -2.95726 0.48408
H 2.09136 2.61314 2.69329
H 4.03783 1.25719 -2.08672
H 0.27245 4.79346 -1.66046
H 1.15713 5.33321 0.17576
H -6.20955 2.72367 2.61723
H -1.73093 3.63751 -0.34903
H -5.07682 -3.08223 1.15839
H -1.39886 2.87127 1.68221
H -6.79623 -3.96746 -0.22485
H -4.46467 3.17924 3.03262
*
```

Mulliken population analysis, charges in e, atoms 1 to 6:
1. Pb 0.536
2. Sb 0.888
3. S -0.555
4. S -0.532
5. P 0.517
6. O -0.659